The following is a DFT calculation (the ωB97M-V functional and the def2-TZVPD basis) of 5 unconnected molecules or ions with the total composition C32H61Cl2N4O6PS.

Highest occupied orbital energy: -8.42 eV
E: -3586.253591 Eh
Frontier orbital gap: 8.880 eV
E_LUMO: 0.46 eV
SMILES: CCCCP(Cc1ccc(C)cc1)(C[SH](=O)=O)(/C(Cl)=C(/C)Cl)[C@@H](C)CC.CNC(C)=O.CNC(C)=O.CNC(C)=O.CNC(C)=O

Structure (ORCA input):
```
! RIJCOSX wB97M-V def2-TZVPD def2/J DEFGRID3
* xyz 0 1
Cl 0.797 1.954 -1.514
Cl 3.979 0.064 0.546
S 2.541 -1.808 -5.481
P 3.419 -0.159 -2.594
O 3.186 -2.243 -6.696
O -3.123 1.402 1.703
O 1.325 -1.043 -5.532
O -7.635 -2.323 4.018
O -9.093 4.070 3.993
O 8.946 -3.704 0.800
N -9.144 1.876 4.457
N -5.267 1.985 1.474
N 10.220 -2.146 1.790
N -6.583 -3.565 2.469
C 0.462 -1.081 -0.467
C -6.427 2.856 1.491
C -11.192 3.197 4.737
C 1.999 3.156 -4.848
C 6.974 -1.816 -1.009
C -3.963 2.286 1.708
C 5.917 0.841 -1.714
C 9.196 -3.041 1.791
C -3.618 3.731 1.982
C 0.529 3.512 -5.092
C 10.655 -1.276 2.863
C 5.229 -0.417 -2.284
C 5.559 -1.750 -1.587
C -9.731 3.098 4.364
C 2.225 1.661 -4.552
C 2.046 1.462 -0.406
C 3.729 -1.098 -4.402
C -3.298 -0.866 -0.805
C -6.636 -2.530 3.349
C 3.310 1.445 -3.488
C -0.877 -0.914 -0.164
C 8.384 -3.165 3.060
C -5.411 -1.646 3.452
C -1.850 -1.076 -1.142
C -1.440 -1.443 -2.415
C 3.039 0.658 -0.810
C -5.491 -3.920 1.581
C -9.729 0.614 4.871
C -0.097 -1.610 -2.720
C 2.351 -1.586 -2.025
C 1.788 1.938 0.995
C 0.875 -1.401 -1.757
H -7.422 -4.122 2.444
H -3.572 -1.360 0.127
H -3.941 -1.235 -1.605
H 2.378 3.752 -4.014
H 4.851 -1.995 -0.801
H 4.292 -0.430 -5.060
H 0.164 -1.884 -3.728
H 7.912 -2.217 3.320
H -4.539 -2.216 3.771
H -2.179 -1.597 -3.192
H -5.617 -0.875 4.188
H -0.015 2.651 -5.486
H 2.535 -2.453 -2.659
H 2.587 3.449 -5.720
H -4.143 4.099 2.864
H 1.579 1.094 1.654
H 7.006 -1.350 -0.022
H -10.775 0.756 5.121
H 6.278 0.696 -0.699
H -5.819 -3.864 0.542
H 2.787 -1.838 -1.055
H -9.218 0.215 5.747
H 2.545 1.181 -5.475
H 7.692 -1.302 -1.646
H -8.169 1.882 4.205
H 5.461 -2.548 -2.330
H -5.176 -1.175 2.497
H 1.288 1.194 -4.272
H 3.267 2.247 -2.755
H 4.346 -1.976 -4.184
H -11.500 4.229 4.608
H 1.197 -0.971 0.321
H 7.286 -2.849 -0.876
H -11.353 2.901 5.774
H 5.252 1.703 -1.681
H -3.508 0.197 -0.677
H 10.587 -0.228 2.570
H 2.675 2.437 1.392
H 2.259 -2.924 -4.766
H 10.720 -2.109 0.915
H 5.626 -0.521 -3.294
H 7.614 -3.911 2.891
H -9.664 -0.130 4.076
H 0.958 2.636 1.010
H -4.675 -3.219 1.717
H 11.688 -1.487 3.145
H -3.885 4.364 1.135
H 0.037 3.802 -4.165
H 0.416 4.316 -5.817
H -6.144 3.873 1.739
H 6.771 1.110 -2.334
H -5.123 -4.928 1.777
H -6.922 2.860 0.519
H -1.170 -0.640 0.842
H 10.029 -1.424 3.737
H 4.279 1.560 -3.984
H -5.418 1.009 1.274
H -7.148 2.520 2.236
H -2.548 3.792 2.150
H 9.008 -3.480 3.898
H -11.804 2.558 4.099
*
```



The following is a DFT calculation (the ωB97M-V functional and the def2-TZVPD basis) of 9 unconnected molecules or ions with the total composition C32H61F8O9PSSi at a distorted geometry.

Highest occupied orbital energy: -7.73 eV
ΔE to the lowest compared entry with this formula, charge and spin: 40.7 kcal per mole
E: -3760.938510 Eh
Frontier orbital gap: 8.110 eV
E_LUMO: 0.38 eV
SMILES: C[Si@@H](CCOCC(F)(F)C(F)(F)C(F)(F)C(F)F)[PH2]=S.CC(C)=O.CC(C)=O.CC(C)=O.CC(C)=O.CC(C)=O.CC(C)=O.CC(C)=O.CC(C)=O

Structure (ORCA input):
```
! RIJCOSX wB97M-V def2-TZVPD def2/J DEFGRID3
* xyz 0 1
S -2.849 2.311 -3.418
P -1.505 2.040 -2.008
Si -1.760 0.090 -0.945
F 2.609 0.705 3.400
F -1.689 0.506 6.752
F 0.318 2.024 5.779
F -2.026 -0.562 4.702
F 1.898 0.235 6.187
F -0.099 1.480 3.655
F 0.536 -1.416 5.546
F 3.078 -1.243 4.396
O -0.069 -1.206 2.645
O 4.558 -2.563 10.364
O 1.817 -0.805 -1.606
O -4.618 7.262 -4.493
O -5.342 2.697 -5.775
O -4.582 -5.898 -3.195
O 5.161 -1.804 0.780
O 5.172 2.605 -2.763
O -0.840 -3.761 -0.904
C -1.507 -1.282 -2.250
C 2.829 0.031 -3.589
C -4.459 7.378 -3.294
C 2.818 -0.351 -2.133
C -1.656 -4.980 0.969
C 4.089 -0.152 -1.355
C -0.041 0.951 4.935
C 3.393 -0.841 9.215
C -2.380 -5.487 -1.448
C -6.553 4.740 -5.765
C -1.525 0.566 5.351
C 5.420 3.641 -2.179
C 4.321 4.510 -1.627
C 7.065 -2.976 1.596
C 4.186 -2.118 9.297
C -0.460 0.014 0.490
C 1.995 -0.465 3.897
C -5.357 3.876 -6.064
C -4.180 4.532 -6.734
C 4.499 -2.823 8.003
C -5.590 7.148 -2.328
C -0.518 -1.367 1.275
C -3.121 7.756 -2.716
C -1.557 -4.658 -0.500
C 6.838 4.106 -1.978
C -6.221 -6.708 -4.712
C 5.850 -2.098 1.737
C -6.718 -6.278 -2.224
C -5.730 -6.260 -3.361
C 1.348 -1.352 2.747
C 5.507 -1.590 3.110
C 1.048 -0.192 5.140
H -2.685 -4.848 1.310
H 6.984 5.073 -2.463
H -6.492 6.882 -2.883
H 2.418 -1.038 8.765
H 3.939 -0.103 8.624
H 4.429 4.603 -0.544
H -2.211 -5.144 -2.469
H -2.085 -6.536 -1.376
H 7.183 -3.264 0.550
H 7.956 -2.431 1.913
H -2.763 6.962 -2.057
H -2.484 -1.847 -2.413
H 1.551 -2.466 2.909
H -0.217 2.021 -2.669
H 6.325 -0.980 3.500
H -3.439 -5.377 -1.214
H 3.242 -0.443 10.219
H -5.341 6.327 -1.652
H 3.935 -0.469 -0.326
H -3.142 0.092 -0.447
H -7.324 4.136 -5.282
H 1.846 -0.166 -4.022
H -2.186 1.434 5.021
H -6.227 -5.931 -1.313
H 5.074 -3.726 8.214
H 1.904 -1.081 1.791
H 7.522 3.383 -2.426
H -6.958 5.149 -6.693
H -2.402 7.890 -3.526
H -3.791 5.333 -6.101
H -1.252 -0.819 -3.260
H -3.206 8.695 -2.165
H 4.363 0.904 -1.360
H -1.329 -6.006 1.146
H 3.354 4.053 -1.844
H -0.698 -1.997 -1.925
H -1.590 -1.757 1.349
H -5.405 -6.643 -5.433
H 6.942 -3.880 2.196
H -5.785 8.059 -1.760
H -1.011 -4.305 1.533
H 0.071 -2.199 0.762
H -3.392 3.792 -6.887
H -7.079 -7.295 -2.062
H -1.452 3.156 -1.099
H -7.553 -5.612 -2.447
H 5.311 -2.431 3.779
H -4.480 4.931 -7.705
H -6.561 -7.744 -4.660
H 5.093 -2.171 7.359
H 3.572 -3.106 7.501
H 4.890 -0.752 -1.790
H -0.682 0.921 1.138
H -6.265 5.547 -5.090
H -7.035 -6.061 -5.045
H 3.050 1.096 -3.690
H 0.568 0.081 0.003
H 7.057 4.181 -0.911
H 4.356 5.496 -2.096
H 4.614 -0.977 3.047
H 3.573 -0.561 -4.123
*
```



Q: Which of these has the lowest E_LUMO?
A: C32H61F8O9PSSi